78
Properties=species:S:1:pos:R:3:lowdin_charge:R:1 method="wB97M-V/def2-TZVPD" smiles="CCC1=C(CCCCCCOC)C(=O)C(OC#N)=CC1=O.CNC(C)=O.CNC(C)=O.CNC(C)=O" lumo_ev=-0.48 spin_multiplicity=1
C 3.22676 -0.82486 0.49331 -0.08
C 1.67852 -1.06896 0.57860 -0.18
C 0.87692 0.19655 0.23368 -0.08
C 0.50204 0.51629 -1.01626 -0.10
C 0.79874 -0.37846 -2.24188 -0.11
C -0.58043 -1.02403 -2.66233 -0.16
C -0.73772 -2.47212 -2.08272 -0.18
C -1.52371 -2.47403 -0.71190 -0.19
C -2.47948 -3.69305 -0.54454 -0.16
C -3.97318 -3.42158 -0.95401 -0.23
O -4.30884 -2.05356 -1.12652 -0.21
C -4.62129 -1.43344 0.11818 -0.11
C -0.28435 1.78878 -1.27553 -0.26
O -0.20398 2.43424 -2.27152 0.14
C -1.19679 2.28396 -0.13576 -0.14
O -2.33546 3.01176 -0.51635 0.10
C -3.31986 2.89560 0.34735 -0.32
N -4.08542 2.99691 1.16360 0.21
C -0.81679 2.01020 1.09829 0.10
C 0.48271 1.21954 1.32019 -0.30
O 1.18103 1.40498 2.26201 0.14
H 3.52639 -0.41857 -0.49647 0.08
H 3.48417 -0.11063 1.29620 0.08
H 3.74882 -1.80529 0.62621 0.05
H 1.43007 -1.44497 1.59503 0.12
H 1.36469 -1.87639 -0.11395 0.08
H 1.56746 -1.14040 -2.02002 0.10
H 1.16239 0.29858 -3.04210 0.12
H -1.42407 -0.39588 -2.30832 0.11
H -0.60497 -1.07834 -3.76810 0.11
H 0.28759 -2.88712 -1.96343 0.10
H -1.28122 -3.11902 -2.80074 0.11
H -0.73548 -2.58926 0.06932 0.10
H -1.98570 -1.48966 -0.52737 0.09
H -2.10047 -4.49190 -1.21916 0.10
H -2.40809 -4.09075 0.49028 0.11
H -4.22848 -3.99438 -1.87100 0.12
H -4.62172 -3.85402 -0.15389 0.11
H -5.07610 -0.45144 -0.11776 0.09
H -3.68627 -1.22673 0.69387 0.09
H -5.27469 -2.05379 0.76563 0.09
H -1.40326 2.34862 1.96672 0.11
C -5.20855 2.24976 5.84086 -0.08
N -4.40626 1.93709 4.67501 0.01
C -3.11774 1.51649 4.62909 -0.54
C -2.38366 1.33746 5.93380 -0.01
O -2.58775 1.29583 3.54897 0.01
H -6.08706 1.60172 5.84631 0.08
H -5.53808 3.28809 5.77127 0.08
H -4.65447 2.11042 6.76415 0.07
H -4.82826 2.03451 3.76167 0.12
H -1.37059 0.99956 5.72832 0.08
H -2.33011 2.28564 6.47110 0.09
H -2.88179 0.58581 6.54834 0.08
C 0.20111 6.55556 -4.45495 -0.08
N 0.59334 6.00288 -5.73652 0.00
C 0.48636 4.71554 -6.16694 -0.55
C -0.11104 3.70854 -5.21857 -0.02
O 0.86805 4.41034 -7.28677 0.02
H -0.53627 7.34335 -4.62280 0.08
H 1.08010 6.99297 -3.97705 0.08
H -0.22375 5.79994 -3.80085 0.07
H 1.00084 6.62153 -6.42078 0.14
H -0.13044 2.73296 -5.69858 0.08
H 0.49242 3.63611 -4.31441 0.06
H -1.13438 3.98970 -4.96490 0.09
C 6.72641 -5.67175 1.25046 -0.08
N 6.04588 -4.41422 1.00901 0.01
C 6.44556 -3.16015 1.35179 -0.53
C 7.75902 -3.01441 2.07707 -0.01
O 5.74877 -2.19522 1.07215 0.02
H 6.91730 -6.15736 0.29163 0.08
H 6.07565 -6.31429 1.84657 0.08
H 7.66678 -5.52967 1.77383 0.07
H 5.16006 -4.43484 0.52735 0.14
H 7.93778 -1.96137 2.28004 0.08
H 7.72828 -3.55000 3.02732 0.09
H 8.57607 -3.39193 1.46013 0.09


81
Properties=species:S:1:pos:R:3:lowdin_charge:R:1 method="wB97M-V/def2-TZVPD" charge=+2 lumo_ev=-5.22 spin_multiplicity=1
Pt 0.55079 -0.49921 0.28248 0.71
O -0.61993 -4.36545 4.02010 0.09
C -1.69699 -4.32950 3.22790 -0.25
C -2.70234 -5.26561 3.48020 0.01
C -3.83934 -5.29303 2.70623 -0.04
C -4.01344 -4.38979 1.65209 -0.07
C -3.03262 -3.46359 1.39690 -0.05
C -1.86247 -3.40429 2.17767 -0.08
C -0.86880 -2.38196 1.89437 -0.36
O -1.20327 -1.44635 0.96034 -0.27
N 0.25195 -2.32175 2.52258 0.03
N 1.06739 -1.23045 2.18651 -0.24
C 1.96153 -0.99373 3.09237 -0.91
S 2.20608 -2.04606 4.44897 1.03
C 3.38150 -0.95413 5.29849 -0.48
C 4.14508 -0.16888 4.25145 -0.47
S 2.92473 0.44957 3.05813 0.95
H 0.01733 -3.68842 3.72871 0.04
H -2.55305 -5.96448 4.29165 0.13
H -4.60305 -6.03093 2.91329 0.12
H -4.90166 -4.43165 1.03774 0.11
H -3.14119 -2.77518 0.56940 0.10
H 4.04750 -1.58794 5.88214 0.09
H 2.83188 -0.29865 5.97180 0.09
H 4.87288 -0.78917 3.73054 0.09
H 4.64789 0.69619 4.68068 0.09
C -3.61656 1.59708 3.67437 0.03
C -3.42062 0.42617 2.78942 -0.34
C -4.53372 -0.51523 2.51402 0.04
O -2.28213 0.21572 2.33617 0.12
C -1.61108 3.47292 0.64899 -0.39
O -2.34490 4.16694 1.20690 0.24
O -0.87259 2.75377 0.10949 0.15
H -3.63914 1.24134 4.71072 0.12
H -4.58209 2.06435 3.48866 0.11
H -2.79633 2.30237 3.57500 0.10
H -4.60406 -1.20180 3.36655 0.13
H -4.33705 -1.11638 1.62899 0.08
H -5.48808 0.00273 2.45063 0.11
H -1.91108 -0.62947 1.61158 0.07
C -2.27478 0.14352 -1.77031 -0.23
As -0.38026 -0.19837 -1.86860 1.03
C -0.28685 -1.81583 -2.91739 -0.24
C 0.31582 1.31700 -2.85090 -0.32
C 1.73731 1.20638 -3.42626 -0.64
C 1.71003 0.52353 -4.79796 -0.04
C 2.66615 0.34417 -2.53778 -0.33
As 2.56431 0.38800 -0.59115 1.00
C 4.11612 -0.69413 -0.18031 -0.24
C 2.98234 2.20275 -0.07627 -0.26
C 2.34197 2.61627 -3.55358 -0.37
As 1.53506 4.19276 -4.48609 1.16
C 0.13089 4.67125 -3.19096 -0.35
C 0.33605 3.47966 -5.86552 -0.35
H -2.69060 0.19069 -2.77568 0.05
H -2.44480 1.08925 -1.25974 0.02
H -2.74622 -0.66528 -1.21532 0.03
H -0.69135 -1.63476 -3.91194 0.05
H -0.89015 -2.56855 -2.41114 0.04
H 0.73546 -2.17726 -2.99228 0.03
H 0.25882 2.12632 -2.11931 0.05
H -0.39619 1.55030 -3.64371 0.08
H 1.30466 -0.48785 -4.73496 0.07
H 2.72077 0.44838 -5.20244 0.10
H 1.10721 1.08638 -5.50587 0.06
H 3.70750 0.57791 -2.77430 0.10
H 2.53469 -0.71734 -2.77081 0.07
H 4.98620 -0.05093 -0.05785 0.05
H 4.28581 -1.37695 -1.01132 0.04
H 3.94876 -1.26689 0.72628 0.01
H 3.77567 2.57292 -0.72342 0.05
H 3.31451 2.22125 0.95704 -0.01
H 2.09515 2.82482 -0.18072 0.03
H 3.33119 2.51689 -4.00876 0.07
H 2.51235 3.02956 -2.55517 0.04
H 0.58071 4.84298 -2.21190 0.01
H -0.66132 3.92753 -3.11233 0.01
H -0.31080 5.61022 -3.52269 0.02
H 0.90604 3.04297 -6.68355 0.02
H -0.20059 4.34215 -6.26128 0.03
H -0.39663 2.76226 -5.49791 0.01


89
Properties=species:S:1:pos:R:3:lowdin_charge:R:1 method="wB97M-V/def2-TZVPD" lumo_ev=0.02 spin_multiplicity=1
C 4.17312 1.86331 -0.79339 -0.06
N 3.21664 1.01566 -0.07234 -0.10
C 2.56089 1.75461 1.01136 -0.08
B 2.35490 0.25384 -0.94533 -0.52
O 2.71351 -1.01422 -1.37116 0.16
C 0.99677 0.74576 -1.62704 -0.20
C -0.25783 -0.03292 -1.22144 -0.12
C -0.87676 0.31942 0.14091 -0.28
C -2.23155 -0.40116 0.28801 -0.19
O -2.20919 -1.72148 -0.25161 -0.17
O -2.92888 -1.73639 -1.48656 -0.04
C -1.01528 1.83293 0.34800 -0.56
P -2.26902 2.29901 1.68089 0.55
O -2.21404 3.92871 1.47604 -0.40
I -0.69952 2.10460 3.53012 0.49
O -1.50900 2.48862 -0.82958 -0.36
S -0.51562 2.80012 -2.10582 0.94
O -0.30235 4.22422 -2.10708 -0.38
O 0.84240 2.19121 -1.49534 -0.32
H 3.68843 2.74830 -1.22369 0.09
H 4.95900 2.19336 -0.11512 0.07
H 4.64774 1.30200 -1.60263 0.09
H 1.74104 1.16584 1.42900 0.05
H 3.25095 1.91227 1.84397 0.04
H 2.18431 2.73255 0.69064 0.10
H 2.87250 -1.65063 -0.67286 0.10
H 1.15787 0.55072 -2.69663 0.13
H -1.01930 0.03903 -2.00342 0.10
H 0.03225 -1.08515 -1.18567 0.13
H -0.22012 -0.05710 0.93262 0.13
H -3.04081 0.16527 -0.17472 0.12
H -2.48288 -0.53296 1.34335 0.11
H -2.24258 -1.89472 -2.15799 0.03
H -0.05941 2.25440 0.64799 0.06
H -2.70660 4.18763 0.68773 0.05
C -3.67035 -4.57412 -0.00636 -0.05
C -3.15352 -5.92665 0.14086 -0.25
N -2.73287 -6.98834 0.25795 0.14
H -4.48939 -4.55390 -0.72281 0.09
H -4.03314 -4.20499 0.95155 0.09
H -2.89496 -3.89929 -0.35563 0.06
C -5.43010 -9.34368 0.74867 -0.08
C -6.14846 -10.10061 1.76578 -0.29
N -6.71446 -10.69304 2.56895 0.12
H -4.45935 -9.02107 1.12108 0.06
H -5.27540 -9.95658 -0.13755 0.08
H -6.00079 -8.46118 0.46514 0.08
C 1.58573 6.74530 -3.62256 -0.09
C 2.52992 6.37562 -4.66856 -0.29
N 3.26938 6.08512 -5.49726 0.11
H 1.29019 7.78641 -3.73388 0.07
H 0.70010 6.11373 -3.67778 0.06
H 2.03254 6.62158 -2.63901 0.06
C 5.79758 3.78918 4.30208 -0.08
C 4.39774 3.47529 4.05460 -0.27
N 3.31415 3.14537 3.86868 0.14
H 6.09748 3.38389 5.26708 0.08
H 6.39307 3.31500 3.52393 0.04
H 5.97820 4.86207 4.29816 0.08
C 0.75909 10.72854 -1.15140 -0.07
C 1.58649 9.53069 -1.07095 -0.27
N 2.23689 8.58778 -1.00775 0.15
H 0.90153 11.33785 -0.26103 0.08
H 1.03451 11.31266 -2.02748 0.08
H -0.29052 10.45025 -1.22491 0.08
C -0.71312 -0.47065 -5.21194 -0.04
C -1.11971 -1.67045 -4.49128 -0.24
N -1.43634 -2.62388 -3.93411 0.16
H -1.58313 0.15020 -5.41789 0.09
H -0.00411 0.09907 -4.61436 0.06
H -0.24061 -0.74780 -6.15239 0.09
C 5.44977 -1.23407 1.59633 -0.06
C 5.80656 0.12240 1.98613 -0.25
N 6.08859 1.19736 2.26999 0.17
H 4.58889 -1.56619 2.17362 0.09
H 5.19016 -1.25037 0.53911 0.07
H 6.28604 -1.90704 1.77766 0.08
C -0.05123 -9.31184 0.43300 -0.08
C 0.83322 -9.87273 1.44615 -0.29
N 1.53255 -10.31415 2.24166 0.12
H -0.78154 -10.05435 0.11682 0.08
H -0.58875 -8.44895 0.82134 0.05
H 0.52600 -8.99983 -0.43572 0.08
C -6.45468 -1.26265 4.03716 -0.07
C -5.76024 -0.37393 3.11295 -0.27
N -5.21109 0.33497 2.39681 0.13
H -6.49478 -2.27056 3.62863 0.08
H -5.93107 -1.28777 4.99092 0.08
H -7.47044 -0.90774 4.20041 0.08


Result set for HOMO: -9.12 -12.80 -8.75 eV, one per record in the order listed.
Result set for orbital gap: 8.64 7.58 8.77 eV, one per record in the order listed.
Result set for max |F|: 4.34 0.58 0.76 eV/A, one per record in the order listed.